Here is a cluster of 4 separate species, C20H44BBrN5O5 in total from the Open Molecules 2025 dataset. Energies are from ωB97M-V/def2-TZVPD.

Calculated values
max |F|: 0.0774 Eh/bohr
spin multiplicity: 2
frontier orbital gap (alpha / beta): 9.11 / 8.77 eV
electronic energy: -109856.366 eV
LUMO (alpha / beta): 0.475 / 0.032 eV
HOMO level (alpha / beta): -8.63 / -8.74 eV

Each line ends with the Löwdin spin population.
CARTESIAN COORDINATES (ANGSTROEM)
C 0.71489 -1.73859 2.80130  0.0000
N -0.65921 -2.19972 2.36891  0.0000
C -0.71001 -3.68641 2.07379  0.0001
B -1.24234 -1.35812 1.24871  0.0002
O -0.36878 -0.95354 0.09807  0.0000
C -2.84100 -0.86596 1.16163  0.0005
Br -3.31168 -0.81280 -0.78141  0.0007
C -3.78936 -1.94314 1.94581  0.0115
C -5.15243 -1.34900 2.61033  0.0201
C -5.55400 -2.39028 3.85658  0.0069
C -6.38900 -1.53257 1.50329  0.0014
N -5.07750 0.01992 3.21678  0.3224
O -5.99591 0.76215 2.57240  0.5870
C -3.70318 0.63522 3.21587  0.0258
C -2.71586 0.07584 4.44538  -0.0001
C -3.93836 2.24816 3.59961  -0.0015
C -2.94975 0.65827 1.74909  0.0188
H 0.70906 -1.75772 3.99472  0.0000
H 0.94035 -0.63267 2.48706  0.0000
H 1.56340 -2.50379 2.48388  0.0000
H -1.01138 -4.27582 3.05524  0.0000
H 0.33331 -4.13354 1.71866  0.0000
H -1.55998 -3.93045 1.28438  0.0001
H -0.30948 0.05813 0.15065  0.0001
H -4.12799 -2.74536 1.12928  0.0012
H -3.23868 -2.57351 2.78158  0.0000
H -4.83975 -2.19432 4.78717  0.0007
H -5.37623 -3.49352 3.47060  0.0001
H -6.69334 -2.22925 4.11967  0.0000
H -6.36656 -2.68422 1.19386  -0.0003
H -7.40950 -1.37164 2.05740  -0.0006
H -6.25533 -0.86810 0.54939  0.0023
H -2.54466 -1.07625 4.31729  0.0000
H -3.23511 0.25238 5.50300  0.0005
H -1.73391 0.71495 4.41455  -0.0004
H -4.43564 2.85147 2.72683  -0.0006
H -2.83290 2.68516 3.70821  -0.0004
H -4.44270 2.39188 4.64773  0.0001
H -3.61132 1.29042 1.00613  0.0022
H -1.89604 1.18351 1.93795  0.0012
C 1.62254 1.69482 -1.56541  0.0000
C 1.27500 2.44337 -0.30917  0.0000
O 1.09074 1.86982 0.76198  0.0001
N 1.16476 3.80038 -0.37830  0.0000
C 1.34007 4.65651 -1.52703  0.0000
H 1.67347 0.62365 -1.34832  0.0000
H 0.85204 1.85667 -2.32387  0.0000
H 2.59839 2.01815 -1.93704  0.0000
H 0.92852 4.22941 0.50935  0.0000
H 2.14020 5.36582 -1.30146  0.0000
H 0.40865 5.20564 -1.68501  0.0000
H 1.59157 4.09724 -2.42900  0.0000
C 1.07992 -1.39311 -3.94378  0.0000
C 2.57541 -1.33734 -3.80356  0.0000
O 3.15391 -0.33972 -3.37887  0.0000
N 3.29692 -2.43659 -4.16339  0.0000
C 2.81508 -3.69544 -4.67955  0.0000
H 0.64822 -0.44224 -3.61728  0.0000
H 0.80698 -1.55455 -4.98998  0.0000
H 0.67362 -2.19009 -3.31554  0.0000
H 4.29617 -2.31891 -4.03909  0.0000
H 3.13935 -4.48658 -3.99899  0.0000
H 3.27155 -3.85637 -5.65924  0.0000
H 1.72881 -3.71836 -4.77477  0.0000
C 7.09025 3.84662 -2.85829  0.0000
C 5.91642 3.03324 -2.38948  0.0000
O 5.10834 3.46597 -1.57093  0.0000
N 5.75859 1.77847 -2.89845  0.0000
C 6.58686 1.09038 -3.85958  0.0000
H 7.07841 4.82182 -2.36234  0.0000
H 8.02430 3.34022 -2.60094  0.0000
H 7.02788 4.00788 -3.93766  0.0000
H 4.94503 1.29662 -2.53275  0.0000
H 5.96437 0.83340 -4.72021  0.0000
H 6.95237 0.17145 -3.39479  0.0000
H 7.43315 1.69463 -4.18861  0.0000

=====

Here is a structure of composition C4H5NdO2 from the Open Molecules 2025 dataset. Energies are from ωB97M-V/def2-TZVPD.

Calculated values
max |F|: 0.0702 Eh/bohr
spin multiplicity: 5
frontier orbital gap (alpha / beta): 6.58 / 6.63 eV
electronic energy: -23589.385 eV
LUMO (alpha / beta): -5.524 / -5.481 eV
HOMO level (alpha / beta): -12.11 / -12.12 eV
relative energy (zero: lowest compared OMol25 entry of this formula, charge and spin): 26.4 kcal per mole
charge: +1

Each line ends with the Löwdin spin population.
CARTESIAN COORDINATES (ANGSTROEM)
H 1.78032 1.59566 2.80201  0.0003
O 0.84006 1.41450 2.74669  -0.0306
Nd -0.83876 3.02220 2.77584  4.0303
O -0.79363 -0.74812 -3.34682  0.0000
C -0.56635 -0.29039 -2.25455  0.0000
C -0.75989 -1.07396 -0.97229  -0.0001
C -0.02639 -0.51628 0.17333  -0.0001
C 0.94916 -0.49913 0.93480  0.0002
H -0.23697 0.76576 -2.13355  0.0000
H -0.51018 -2.13025 -1.14999  0.0000
H -1.84205 -1.03144 -0.75233  0.0000
H 2.00468 -0.50854 1.17687  -0.0001

=====

Here is an isolated molecule of C4H3ClFN from the Open Molecules 2025 dataset. Energies are from ωB97M-V/def2-TZVPD.

Calculated values
max |F|: 0.0607 Eh/bohr
spin multiplicity: 1
frontier orbital gap: 10.36 eV
electronic energy: -20925.304 eV
LUMO: -0.369 eV
HOMO level: -10.73 eV
relative energy (zero: lowest compared OMol25 entry of this formula, charge and spin): 20.0 kcal per mole

Each line ends with the natural charge from an NBO analysis.
CARTESIAN COORDINATES (ANGSTROEM)
N 3.40520 -0.59892 -0.32913  -0.2740
C 2.29797 -0.28080 -0.25468  0.2377
C 1.00798 0.35137 -0.24255  -0.2931
C -0.09488 -0.41195 0.07392  -0.1659
C -1.45125 0.15832 0.24115  0.1794
F -1.61005 1.32910 -0.36334  -0.3247
Cl -2.83633 -0.81214 -0.37286  -0.0546
H 0.86137 1.41247 -0.46181  0.2602
H 0.08881 -1.44552 0.37642  0.2377
H -1.66882 0.29806 1.33287  0.1972

=====

Here is a cluster of 2 separate species, C3H9NO3 in total from the Open Molecules 2025 dataset. Energies are from ωB97M-V/def2-TZVPD.

Calculated values
max |F|: 0.0823 Eh/bohr
spin multiplicity: 1
frontier orbital gap: 10.40 eV
electronic energy: -10888.441 eV
LUMO: 0.615 eV
HOMO level: -9.79 eV
relative energy (zero: lowest compared OMol25 entry of this formula, charge and spin): 49.3 kcal per mole

Each line ends with the natural charge from an NBO analysis.
CARTESIAN COORDINATES (ANGSTROEM)
N -1.42291 1.26901 -0.75346  -0.9005
C -0.34108 1.07262 0.25338  0.6902
O -0.17662 1.78307 1.21109  -0.5724
C 0.25435 -0.29180 0.31140  -0.5378
C -0.37973 -1.28515 1.30963  -0.0436
O 0.48339 -2.39336 1.30914  -0.7164
H -2.14270 1.90309 -0.44765  0.4007
H -1.06865 1.14782 -1.68026  0.4086
H 1.31845 -0.14006 0.72418  0.2213
H 0.32170 -0.57628 -0.73960  0.2297
H -1.37318 -1.54535 0.99184  0.1663
H -0.45832 -0.73926 2.27931  0.1727
H 0.17218 -3.08110 2.04560  0.4760
O 1.36072 0.71247 -2.39243  -0.9856
H 1.67453 1.40855 -3.01711  0.4919
H 1.77789 0.75573 -1.40506  0.4989

=====

Here is a cluster of 2 separate species, C9H9N3O2 in total from the Open Molecules 2025 dataset. Energies are from ωB97M-V/def2-TZVPD.

Calculated values
max |F|: 0.0813 Eh/bohr
spin multiplicity: 1
frontier orbital gap: 9.30 eV
electronic energy: -18042.860 eV
LUMO: 0.223 eV
HOMO level: -9.07 eV
relative energy (zero: lowest compared OMol25 entry of this formula, charge and spin): 66.7 kcal per mole

Each line ends with the natural charge from an NBO analysis.
CARTESIAN COORDINATES (ANGSTROEM)
O 1.37581 1.08289 -2.34720  -0.6004
C 0.47923 1.24779 -1.53364  0.6485
C 0.58286 2.09600 -0.37915  -0.4071
C -0.36187 2.12634 0.57889  0.0764
N -1.42939 1.28955 0.48539  -0.5961
C -1.66750 0.51826 -0.65103  0.7910
O -2.67155 -0.16110 -0.70354  -0.6021
N -0.71335 0.56220 -1.63801  -0.6304
H 1.51214 2.68643 -0.18127  0.2577
H -0.30798 2.69876 1.46600  0.2209
H -2.11684 1.32412 1.20845  0.4317
H -0.82639 -0.07527 -2.42734  0.4452
C 0.65861 -1.14479 -0.63449  -0.2165
C 0.14426 -2.30314 -0.17249  -0.2591
C -0.02474 -2.60325 1.17363  0.0309
N 0.35271 -1.73488 2.13649  -0.4176
C 0.83623 -0.53618 1.69821  -0.0036
C 1.10724 -0.19145 0.35825  -0.2725
H 1.07551 -0.99772 -1.63785  0.2438
H -0.27082 -3.05161 -0.94068  0.2173
H -0.32720 -3.62754 1.51576  0.2036
H 0.93290 0.09695 2.57786  0.1952
H 1.66016 0.69764 0.04777  0.2432

=====

Here is a cluster of 2 separate species, H2NO3S2 in total from the Open Molecules 2025 dataset. Energies are from ωB97M-V/def2-TZVPD.

Calculated values
max |F|: 0.0661 Eh/bohr
spin multiplicity: 1
frontier orbital gap (alpha / beta): 7.60 / 6.36 eV
electronic energy: -29334.516 eV
LUMO (alpha / beta): 3.408 / 3.309 eV
HOMO level (alpha / beta): -4.19 / -3.05 eV
relative energy (zero: lowest compared OMol25 entry of this formula, charge and spin): 54.9 kcal per mole
charge: -1

Each line ends with the natural charge from an NBO analysis.
CARTESIAN COORDINATES (ANGSTROEM)
N 1.47361 0.42779 0.37212  -0.9357
O -0.97946 -1.04293 -0.46336  -1.0070
O -1.36948 -0.85268 1.93420  -0.9674
O -2.00301 0.95107 0.34429  -0.9712
S 1.71461 1.06617 -1.10240  0.2258
S -1.18007 -0.20049 0.68741  2.2158
H 1.21370 -0.57419 0.39038  0.3646
H 1.13011 0.22526 -2.16264  0.0750